No. 1
Entry from the OMol25 dataset: C44H60N4S5Sr as an isolated structure at a distorted geometry (ωB97M-V with the def2-TZVPD basis set).

**HOMO-LUMO gap (alpha / beta)**: 3.185 / 3.071 eV
**Charge**: -2
**LUMO level (alpha / beta)**: 3.58 / 3.59 eV
**Energy relative to the best compared isomer or geometry (same formula, charge and spin)**: 45.4 kcal/mol
**HOMO energy (alpha / beta)**: 0.4 / 0.5 eV

Cartesian coordinates (Å):
Sr 10.355 -6.934 18.412
C 9.610 -11.141 20.539
C 8.279 -10.488 20.185
S 8.200 -8.680 19.970
C 8.295 -8.096 21.669
C 9.686 -7.944 22.198
S 10.591 -6.411 21.552
C 12.098 -6.999 22.343
C 13.134 -7.464 21.247
S 12.640 -8.611 20.009
C 12.684 -10.188 20.912
C 12.321 -11.370 20.091
S 10.782 -11.066 19.183
H 9.431 -12.226 20.767
H 10.043 -10.739 21.483
H 7.590 -10.755 20.987
H 7.871 -10.841 19.251
H 7.660 -8.729 22.347
H 7.790 -7.180 21.623
H 10.295 -8.763 21.889
H 9.689 -7.837 23.247
H 11.950 -7.846 22.997
H 12.582 -6.262 22.995
H 14.128 -7.707 21.631
H 13.366 -6.629 20.561
H 12.016 -10.205 21.785
H 13.697 -10.207 21.331
H 12.357 -12.296 20.706
H 13.097 -11.514 19.406
C 13.567 -9.858 13.049
C 13.092 -10.250 14.480
C 12.041 -9.385 15.011
C 10.749 -9.438 14.615
C 10.060 -10.485 13.738
C 9.621 -9.872 12.417
C 10.040 -8.490 15.458
N 10.940 -7.770 16.152
C 12.251 -8.322 15.966
C 13.401 -7.868 16.536
C 13.586 -6.812 17.511
C 14.911 -6.388 17.960
C 16.159 -7.021 17.599
C 16.623 -6.908 16.144
C 14.697 -5.245 18.782
C 13.193 -5.081 18.766
C 12.467 -3.957 19.250
C 11.106 -3.745 19.124
N 10.184 -4.545 18.456
C 8.994 -3.929 18.555
C 7.728 -4.289 18.052
C 7.406 -5.338 17.184
N 8.379 -6.220 16.893
C 7.860 -7.071 16.024
C 8.531 -8.421 15.613
C 6.556 -6.784 15.713
C 6.211 -5.656 16.451
C 4.887 -4.936 16.569
C 4.541 -4.170 15.259
C 5.721 -7.574 14.825
C 6.056 -7.426 13.261
C 9.113 -2.715 19.428
C 10.414 -2.601 19.776
C 11.071 -1.494 20.535
C 11.274 -0.223 19.775
C 8.076 -1.643 19.651
C 7.401 -0.965 18.445
N 12.652 -6.122 18.129
C 15.715 -4.221 19.182
C 16.296 -4.335 20.566
H 14.172 -10.667 12.633
H 12.685 -9.659 12.492
H 14.133 -8.908 13.147
H 12.640 -11.245 14.437
H 13.926 -10.361 15.208
H 10.655 -11.366 13.490
H 9.188 -10.822 14.113
H 10.510 -9.535 11.894
H 9.058 -10.485 11.741
H 9.023 -8.962 12.521
H 14.312 -8.463 16.237
H 16.996 -6.668 18.184
H 16.107 -8.124 17.837
H 15.848 -6.466 15.534
H 17.485 -6.286 16.128
H 16.772 -7.904 15.633
H 13.129 -3.230 19.691
H 6.890 -3.679 18.429
H 8.001 -8.804 14.771
H 4.090 -5.670 16.904
H 4.866 -4.303 17.475
H 4.415 -4.873 14.466
H 3.582 -3.613 15.317
H 5.355 -3.491 15.028
H 5.867 -8.683 15.087
H 4.657 -7.450 14.985
H 7.125 -7.635 13.220
H 5.680 -8.172 12.643
H 5.957 -6.441 12.679
H 10.570 -1.195 21.491
H 12.020 -1.855 20.900
H 10.308 0.069 19.376
H 11.633 0.592 20.360
H 12.014 -0.411 18.951
H 7.183 -2.021 20.166
H 8.347 -0.775 20.234
H 7.088 -1.682 17.741
H 6.421 -0.452 18.770
H 8.074 -0.250 17.970
H 16.463 -4.400 18.502
H 15.387 -3.338 19.066
H 16.816 -5.314 20.588
H 17.034 -3.577 20.736
H 15.503 -4.383 21.348
S 8.134 -9.696 16.905

Results of the Mulliken charge analysis, in e, for atoms 1 through 2:
1. Sr 2.373
2. C -0.417

---

No. 2
Entry from the OMol25 dataset: C44H61N2OP2PdSSi3 as an isolated structure at a distorted geometry (ωB97M-V with the def2-TZVPD basis set).

**HOMO-LUMO gap**: 5.284 eV
**Charge**: -1
**LUMO level**: 2.13 eV
**HOMO energy**: -3.2 eV

Cartesian coordinates (Å):
Pd -0.738 0.069 -0.143
C -3.955 3.299 0.852
O -3.250 2.268 0.213
Si -3.988 0.866 -0.344
C -4.934 0.114 1.126
C -5.414 1.431 -1.478
C -2.747 -0.196 -1.162
Si -2.686 -1.973 -0.665
C -3.011 -2.419 1.166
C -1.287 -3.055 -1.390
C -4.221 -2.839 -1.449
Si -2.384 0.294 -2.907
C -3.785 -0.246 -4.100
C -2.374 2.188 -3.143
C -0.874 -0.464 -3.784
H -4.750 3.707 0.215
H -3.261 4.112 1.086
H -4.411 2.955 1.790
H -5.799 0.732 1.384
H -4.312 0.004 2.017
H -5.305 -0.877 0.858
H -6.235 1.880 -0.911
H -5.817 0.573 -2.020
H -5.071 2.160 -2.215
H -2.691 -1.637 1.854
H -2.507 -3.343 1.450
H -4.084 -2.577 1.301
H -0.344 -2.517 -1.434
H -1.555 -3.343 -2.411
H -1.147 -3.968 -0.804
H -5.141 -2.337 -1.133
H -4.293 -3.894 -1.157
H -4.178 -2.791 -2.541
H -4.731 0.228 -3.828
H -3.942 -1.328 -4.071
H -3.558 0.033 -5.135
H -3.380 2.553 -3.357
H -1.731 2.480 -3.974
H -2.017 2.689 -2.243
H -1.093 -1.495 -4.073
H 0.003 -0.480 -3.146
H -0.631 0.095 -4.693
C -0.563 2.750 2.304
C -0.099 3.275 0.931
P 0.676 2.079 -0.252
C 2.450 2.145 0.242
C 3.455 1.764 -0.656
C 4.780 1.686 -0.265
C 5.146 1.977 1.046
C 4.162 2.328 1.956
C 2.832 2.404 1.560
C 0.841 3.176 -1.726
C 1.179 2.541 -2.923
C 1.373 3.261 -4.090
C 1.214 4.639 -4.092
C 0.872 5.282 -2.911
C 0.684 4.560 -1.741
C -1.026 1.287 2.337
P 0.451 0.188 2.326
C 1.127 0.491 4.053
C 0.583 1.326 5.026
C 1.144 1.410 6.296
C 2.256 0.651 6.624
C 2.815 -0.185 5.665
C 2.263 -0.248 4.398
C -0.112 -1.525 2.743
C -0.712 -1.868 3.956
C -0.900 -3.197 4.296
C -0.452 -4.205 3.450
C 0.127 -3.876 2.236
C 0.274 -2.544 1.875
H -1.381 3.390 2.648
H 0.260 2.889 3.008
H 0.566 4.130 1.089
H -0.970 3.619 0.366
H 3.191 1.516 -1.671
H 5.533 1.394 -0.987
H 6.186 1.940 1.345
H 4.432 2.543 2.983
H 2.088 2.674 2.300
H 1.240 1.459 -2.941
H 1.616 2.742 -5.011
H 1.325 5.204 -5.009
H 0.765 6.360 -2.899
H 0.408 5.094 -0.841
H -1.545 1.039 1.380
H -1.677 1.079 3.191
H -0.310 1.904 4.824
H 0.700 2.062 7.039
H 2.680 0.703 7.619
H 3.673 -0.798 5.915
H 2.692 -0.921 3.660
H -1.026 -1.095 4.646
H -1.386 -3.452 5.230
H -0.566 -5.242 3.744
H 0.459 -4.659 1.564
H 0.679 -2.275 0.908
N 3.480 -0.968 0.797
C 3.165 -1.547 -0.381
S 1.820 -1.052 -1.217
N 4.069 -2.499 -0.780
C 4.085 -3.354 -1.896
C 5.335 -3.791 -2.338
C 5.447 -4.642 -3.424
C 4.309 -5.081 -4.083
C 3.064 -4.680 -3.623
C 2.940 -3.830 -2.535
H 2.901 -0.175 1.059
H 4.421 -0.999 1.157
H 4.946 -2.477 -0.283
H 6.228 -3.455 -1.821
H 6.426 -4.960 -3.759
H 4.394 -5.736 -4.941
H 2.165 -5.038 -4.109
H 1.964 -3.539 -2.185

Results of the Mulliken charge analysis, in e, for atoms 1 through 2:
1. Pd -0.083
2. C -1.289

---

No. 3
Entry from the OMol25 dataset: C44H65As3NO2STi as an isolated structure at a distorted geometry (ωB97M-V with the def2-TZVPD basis set).

**HOMO-LUMO gap (alpha / beta)**: 6.125 / 6.643 eV
**Charge**: +2
**LUMO level (alpha / beta)**: -5.83 / -6.00 eV
**HOMO energy (alpha / beta)**: -12.0 / -12.6 eV
**Expectation value of S²**: 0.789
**2S+1**: 2

Cartesian coordinates (Å):
Ti -0.291 -0.192 0.085
C -2.775 -2.005 2.445
As -0.929 -2.253 1.812
C -0.227 -2.874 3.565
C -1.295 -4.031 0.979
C -0.250 -4.651 0.045
C 1.091 -4.725 0.780
C -0.076 -3.855 -1.254
As 1.000 -2.173 -1.291
C 0.772 -1.920 -3.231
C 2.828 -2.933 -1.490
C -0.686 -6.093 -0.283
As -2.274 -6.729 -1.367
C -1.969 -5.907 -3.144
C -3.780 -5.538 -0.858
H -3.158 -2.930 2.885
H -3.418 -1.725 1.610
H -2.812 -1.215 3.201
H -1.000 -3.427 4.098
H 0.062 -2.017 4.176
H 0.639 -3.524 3.444
H -2.235 -3.928 0.434
H -1.474 -4.719 1.814
H 1.423 -3.707 1.028
H 1.848 -5.202 0.158
H 0.992 -5.304 1.697
H -1.061 -3.579 -1.649
H 0.399 -4.507 -1.999
H 1.268 -2.730 -3.771
H 1.219 -0.970 -3.538
H -0.283 -1.908 -3.507
H 2.761 -3.858 -2.066
H 3.332 -3.143 -0.548
H 3.432 -2.220 -2.059
H -0.821 -6.615 0.671
H 0.150 -6.599 -0.779
H -0.972 -6.146 -3.509
H -2.119 -4.829 -3.167
H -2.686 -6.359 -3.829
H -3.954 -5.540 0.215
H -4.668 -5.955 -1.331
H -3.655 -4.521 -1.222
C 3.069 0.180 0.328
N 1.998 -0.229 1.254
C 2.572 -1.243 2.144
C 1.587 0.930 2.068
C 1.144 2.057 1.161
C 1.512 3.367 1.442
C 1.166 4.386 0.568
C 0.480 4.084 -0.595
C 0.111 2.773 -0.870
C 0.426 1.729 -0.002
H 3.876 0.692 0.865
H 2.685 0.855 -0.443
H 3.492 -0.704 -0.151
H 2.870 -2.120 1.569
H 1.854 -1.540 2.907
H 3.464 -0.861 2.654
H 2.418 1.272 2.707
H 0.766 0.605 2.735
H 2.082 3.590 2.332
H 1.456 5.401 0.784
H 0.236 4.871 -1.293
H -0.429 2.583 -1.794
O -1.780 0.556 1.214
S -2.582 1.428 2.195
C -4.341 1.250 1.652
C -4.783 1.970 0.415
C -3.992 2.002 -0.731
C -4.459 2.611 -1.884
C -5.715 3.193 -1.904
C -6.507 3.167 -0.768
C -6.039 2.568 0.388
C -2.254 3.173 1.724
C -2.633 4.031 2.887
C -1.661 4.442 3.789
C -2.009 5.216 4.879
C -3.333 5.560 5.090
C -4.306 5.153 4.195
C -3.959 4.391 3.096
H -4.917 1.572 2.520
H -4.480 0.173 1.535
H -3.005 1.552 -0.725
H -3.841 2.626 -2.768
H -6.079 3.660 -2.803
H -7.488 3.613 -0.779
H -6.668 2.541 1.265
H -2.813 3.417 0.823
H -1.183 3.222 1.531
H -0.629 4.175 3.613
H -1.246 5.553 5.563
H -3.607 6.149 5.951
H -5.337 5.432 4.350
H -4.712 4.102 2.379
C -4.763 -3.159 -5.936
C -4.007 -2.238 -5.043
C -4.078 -2.334 -3.654
C -3.324 -1.528 -2.829
C -3.504 -1.608 -1.341
C -2.420 -0.585 -3.396
C -1.465 0.104 -2.613
O -1.150 -0.162 -1.386
C -2.436 -0.400 -4.812
C -1.611 0.656 -5.477
C -3.212 -1.231 -5.589
H -5.284 -3.929 -5.372
H -4.074 -3.632 -6.637
H -5.489 -2.601 -6.528
H -4.757 -3.049 -3.209
H -4.331 -2.271 -1.100
H -3.732 -0.616 -0.953
H -2.593 -1.971 -0.846
H -0.850 0.865 -3.100
H -0.544 0.462 -5.368
H -1.829 1.636 -5.057
H -1.832 0.691 -6.541
H -3.209 -1.101 -6.660

Results of the natural (NBO) charge analysis, in e, for atoms 1 through 2:
1. Ti 1.730
2. C -0.910

---

No. 4
Entry from the OMol25 dataset: C44H66ClN3O3W as an isolated structure (ωB97M-V with the def2-TZVPD basis set).

**HOMO-LUMO gap**: 6.625 eV
**Charge**: +2
**LUMO level**: -6.35 eV
**Energy relative to the best compared isomer or geometry (same formula, charge and spin)**: 0.0 kcal/mol
**HOMO energy**: -13.0 eV

Cartesian coordinates (Å):
W -0.632 -1.311 -0.663
C 1.755 -3.688 -1.667
N 1.234 -2.476 -2.334
C 0.813 -2.825 -3.709
C 2.346 -1.525 -2.475
C 2.548 -0.767 -1.201
N 1.336 0.018 -0.813
C 1.278 1.173 -1.780
C -0.009 1.913 -1.992
C -0.009 3.282 -2.168
C -1.144 3.942 -2.641
C -2.260 3.172 -2.953
C -2.318 1.780 -2.805
C -1.167 1.204 -2.283
O -1.101 -0.157 -2.010
C -3.542 0.963 -3.224
C -3.136 -0.026 -4.329
C -4.132 0.198 -2.030
C -4.652 1.855 -3.788
C -1.090 5.446 -2.914
C -0.180 5.664 -4.134
C -2.471 6.025 -3.221
C -0.509 6.207 -1.714
C 1.667 0.583 0.529
C 1.906 -0.422 1.629
C 2.775 -0.068 2.639
C 3.042 -0.926 3.707
C 2.418 -2.161 3.706
C 1.525 -2.592 2.716
C 1.289 -1.678 1.691
O 0.410 -1.977 0.664
C 0.939 -4.003 2.870
C 0.323 -4.139 4.273
C -0.159 -4.382 1.869
C 2.084 -5.017 2.713
C 3.995 -0.478 4.812
C 4.182 -1.551 5.883
C 3.421 0.784 5.475
C 5.366 -0.157 4.197
H 2.571 -4.120 -2.253
H 0.980 -4.447 -1.570
H 2.122 -3.449 -0.670
H 1.690 -3.069 -4.316
H 0.297 -1.977 -4.159
H 0.159 -3.691 -3.721
H 2.123 -0.866 -3.311
H 3.266 -2.055 -2.741
H 3.386 -0.070 -1.298
H 2.793 -1.441 -0.383
H 1.554 0.782 -2.755
H 2.063 1.875 -1.493
H 0.899 3.837 -1.964
H -3.128 3.674 -3.347
H -2.383 -0.738 -3.988
H -2.731 0.504 -5.192
H -4.010 -0.589 -4.662
H -3.437 -0.545 -1.635
H -5.034 -0.329 -2.346
H -4.409 0.876 -1.220
H -4.320 2.409 -4.667
H -5.023 2.565 -3.047
H -5.491 1.230 -4.091
H -0.555 5.123 -5.004
H 0.840 5.328 -3.936
H -0.140 6.725 -4.385
H -2.891 5.626 -4.146
H -2.387 7.105 -3.348
H -3.178 5.843 -2.408
H 0.484 5.855 -1.432
H -1.156 6.135 -0.840
H -0.415 7.263 -1.968
H 0.890 1.293 0.795
H 2.587 1.162 0.412
H 3.258 0.901 2.592
H 2.630 -2.842 4.516
H -0.459 -3.394 4.432
H 1.061 -4.028 5.065
H -0.121 -5.129 4.381
H -1.008 -3.700 1.935
H -0.511 -5.385 2.116
H 0.205 -4.404 0.842
H 2.878 -4.843 3.438
H 2.524 -4.963 1.714
H 1.708 -6.030 2.864
H 3.243 -1.798 6.383
H 4.868 -1.181 6.645
H 4.613 -2.467 5.473
H 2.445 0.582 5.920
H 3.310 1.602 4.761
H 4.090 1.124 6.266
H 5.787 -1.033 3.700
H 6.058 0.152 4.981
H 5.309 0.655 3.471
N -4.144 -3.276 0.742
C -3.062 -3.027 0.048
O -2.302 -2.077 0.391
C -2.615 -3.814 -1.122
C -1.478 -3.014 -1.738
H -4.371 -2.712 1.548
H -4.754 -4.040 0.497
H -3.428 -4.033 -1.814
H -2.257 -4.772 -0.735
H -1.798 -2.513 -2.655
H -0.678 -3.683 -1.992
Cl -0.612 5.655 2.947
C -0.867 4.069 2.314
C -1.577 3.907 1.135
C -1.754 2.638 0.613
C -1.249 1.513 1.259
C -1.561 0.123 0.792
C -0.586 1.701 2.477
C -0.379 2.965 2.999
H -2.000 4.767 0.638
H -2.322 2.527 -0.301
H -2.572 0.140 0.381
H -1.588 -0.512 1.675
H -0.221 0.840 3.028
H 0.134 3.099 3.942

Results of the Mulliken charge analysis, in e, for atoms 1 through 2:
1. W 2.013
2. C -1.172

---

| no. | E_tot (a.u.) |
| --- | --- |
| 1 | -3953.2836 |
| 2 | -3975.4427 |
| 3 | -9875.3117 |
| 4 | -2633.0537 |